#A
DFT (the ωB97M-V functional and the def2-TZVPD basis) results for one molecule with the formula C6H14O.

Last column: natural (NBO) charge in e.
Geometry (Å):
C (2.877, 0.877, -1.666)  -0.61
C (1.346, 0.841, -1.510)  -0.40
C (0.856, -0.214, -0.513)  -0.38
C (-0.590, 0.022, -0.078)  -0.39
C (-1.058, -0.888, 1.056)  -0.41
C (-2.393, -0.435, 1.619)  -0.05
O (-2.749, -1.294, 2.685)  -0.72
H (3.310, 1.758, -1.177)  0.21
H (3.185, 0.895, -2.716)  0.21
H (3.344, 0.002, -1.202)  0.20
H (0.989, 1.824, -1.177)  0.19
H (0.865, 0.666, -2.481)  0.20
H (0.962, -1.216, -0.952)  0.20
H (1.501, -0.200, 0.377)  0.19
H (-1.261, -0.083, -0.943)  0.20
H (-0.679, 1.068, 0.250)  0.19
H (-1.145, -1.928, 0.717)  0.20
H (-0.323, -0.881, 1.871)  0.20
H (-2.302, 0.609, 1.964)  0.15
H (-3.156, -0.449, 0.822)  0.15
H (-3.581, -0.976, 3.056)  0.47

The value obtained for the LUMO energy is 0.0371 hartree. As for the SMILES: CCCCCCO. The frontier orbital gap is 0.415 Ha.

=====

#B
DFT (the ωB97M-V functional and the def2-TZVPD basis) results for one molecule with the formula C6H14O.

Last column: natural (NBO) charge in e.
Geometry (Å):
C (-3.674, 0.211, 0.483)  -0.61
C (-2.397, -0.447, -0.048)  -0.46
C (-1.084, 0.320, -0.104)  -0.02
O (-0.016, -0.408, 0.382)  -0.53
C (1.171, 0.277, 0.066)  -0.06
C (2.311, -0.712, 0.026)  -0.41
C (3.654, -0.016, -0.142)  -0.61
H (-3.619, 1.299, 0.362)  0.20
H (-4.520, -0.136, -0.123)  0.21
H (-3.927, 0.010, 1.533)  0.21
H (-2.294, -1.514, 0.193)  0.22
H (-2.328, -0.338, -1.125)  0.22
H (-1.152, 1.332, 0.308)  0.16
H (-0.916, 0.503, -1.299)  0.11
H (1.338, 1.073, 0.809)  0.16
H (1.033, 0.757, -0.919)  0.16
H (2.125, -1.411, -0.798)  0.20
H (2.290, -1.297, 0.952)  0.21
H (3.866, 0.639, 0.711)  0.20
H (3.671, 0.601, -1.049)  0.20
H (4.466, -0.744, -0.218)  0.21

The value obtained for the LUMO energy is 0.0415 hartree. As for the SMILES: CCCOCCC. The frontier orbital gap is 0.390 Ha.

=====

Which structure is the most stable? The one labeled #A.

=====

#A
DFT (the ωB97M-V functional and the def2-TZVPD basis) results for a 2-piece molecular cluster, C6H14O overall.

Last column: natural (NBO) charge in e.
Geometry (Å):
C (3.137, 0.434, -1.014)  -0.28
C (1.695, 0.359, -1.424)  -0.49
C (0.840, -0.527, -0.503)  -0.39
C (-0.567, 0.036, -0.322)  -0.39
C (-1.372, -0.636, 0.784)  -0.41
C (-2.647, 0.136, 1.072)  -0.05
O (-3.356, -0.528, 2.099)  -0.72
H (3.626, 1.021, 0.890)  -0.05
H (3.915, 0.422, -1.774)  0.19
H (3.474, -0.013, -0.138)  0.17
H (1.237, 1.354, -1.497)  0.22
H (1.649, -0.032, -2.459)  0.22
H (0.792, -1.558, -0.885)  0.20
H (1.334, -0.584, 0.475)  0.20
H (-1.119, -0.012, -1.273)  0.20
H (-0.465, 1.105, -0.082)  0.19
H (-1.628, -1.669, 0.519)  0.21
H (-0.777, -0.680, 1.705)  0.20
H (-2.383, 1.165, 1.370)  0.15
H (-3.250, 0.210, 0.151)  0.15
H (-4.136, -0.002, 2.308)  0.47

The value obtained for the LUMO energy (alpha / beta) is -0.0043 / 0.0081 hartree. The frontier orbital gap (alpha / beta) is 0.312 / 0.349 Ha.

=====

#B
DFT (the ωB97M-V functional and the def2-TZVPD basis) results for one molecule with the formula C6H14O.

Last column: natural (NBO) charge in e.
Geometry (Å):
C (1.650, 1.012, -0.654)  -0.61
C (1.366, -0.275, 0.102)  -0.19
C (1.574, -1.513, -0.938)  -0.64
C (-0.055, -0.376, 0.716)  -0.45
C (-1.218, 0.523, 0.269)  0.10
C (-2.540, 0.035, 0.869)  -0.63
O (-1.030, 1.902, 0.590)  -0.73
H (2.621, 0.909, -1.146)  0.20
H (1.643, 1.905, -0.022)  0.23
H (0.885, 1.157, -1.426)  0.20
H (2.086, -0.427, 0.915)  0.20
H (2.640, -1.627, -1.151)  0.21
H (1.071, -1.355, -1.912)  0.20
H (1.231, -2.521, -0.616)  0.21
H (-0.094, -0.590, 1.798)  0.21
H (-0.130, -1.304, 0.163)  0.23
H (-1.276, 0.420, -0.825)  0.15
H (-2.543, 0.164, 1.958)  0.21
H (-2.710, -1.022, 0.641)  0.21
H (-3.388, 0.606, 0.465)  0.20
H (-1.783, 2.378, 0.205)  0.46

The value obtained for the LUMO energy is 0.0347 hartree. As for the SMILES: CC(C)C[C@@H](C)O. The frontier orbital gap is 0.407 Ha.

=====

Which structure is the most stable? The one labeled #B.

=====

#A
DFT (the ωB97M-V functional and the def2-TZVPD basis) results for one molecule with the formula C6H14O.

Last column: natural (NBO) charge in e.
Geometry (Å):
C (-1.056, -1.138, -1.103)  -0.62
C (-1.810, -0.433, 0.024)  -0.40
C (-1.409, 1.029, 0.242)  -0.39
C (0.013, 1.293, 0.760)  -0.42
C (1.184, 0.884, -0.139)  -0.07
O (1.618, -0.425, 0.179)  -0.55
C (2.572, -0.922, -0.726)  -0.25
H (-1.459, -2.140, -1.280)  0.21
H (-0.004, -1.248, -0.839)  0.22
H (-1.126, -0.570, -2.041)  0.19
H (-2.887, -0.464, -0.191)  0.20
H (-1.667, -0.987, 0.962)  0.20
H (-1.565, 1.586, -0.695)  0.19
H (-2.105, 1.472, 0.969)  0.21
H (0.155, 0.803, 1.733)  0.21
H (0.097, 2.373, 0.942)  0.21
H (0.889, 0.943, -1.201)  0.16
H (2.027, 1.577, 0.004)  0.17
H (2.186, -0.925, -1.759)  0.17
H (2.796, -1.952, -0.434)  0.20
H (3.502, -0.333, -0.703)  0.17

The value obtained for the LUMO energy is 0.0417 hartree. As for the SMILES: CCCCCOC. The frontier orbital gap is 0.403 Ha.

=====

#B
DFT (the ωB97M-V functional and the def2-TZVPD basis) results for one molecule with the formula C6H14O.

Last column: natural (NBO) charge in e.
Geometry (Å):
C (0.291, 0.094, -0.849)  0.10
C (-0.265, -0.908, 0.182)  -0.43
C (-1.525, -0.492, 0.943)  -0.39
C (1.828, 0.108, -0.904)  -0.41
C (-2.742, -0.264, 0.062)  -0.61
C (2.496, 0.700, 0.334)  -0.62
O (-0.183, 1.420, -0.646)  -0.72
H (0.015, 1.680, 0.269)  0.46
H (-0.075, -0.210, -1.838)  0.18
H (0.500, -1.144, 0.929)  0.20
H (-0.449, -1.861, -0.332)  0.21
H (-1.765, -1.285, 1.663)  0.20
H (-1.325, 0.407, 1.537)  0.19
H (2.204, -0.908, -1.071)  0.20
H (2.140, 0.714, -1.764)  0.21
H (-2.959, -1.147, -0.545)  0.20
H (-3.617, -0.058, 0.688)  0.21
H (-2.607, 0.591, -0.606)  0.22
H (2.266, 0.126, 1.236)  0.20
H (2.187, 1.737, 0.500)  0.20
H (3.584, 0.699, 0.210)  0.22

The value obtained for the LUMO energy is 0.0366 hartree. As for the SMILES: CCC[C@@H](O)CC. The frontier orbital gap is 0.407 Ha.

=====

#C
DFT (the ωB97M-V functional and the def2-TZVPD basis) results for one molecule with the formula C6H14O.

Last column: natural (NBO) charge in e.
Geometry (Å):
C (-0.561, 2.115, -0.839)  -0.60
C (0.401, 1.007, -0.408)  -0.23
C (1.617, 0.930, -1.328)  -0.60
C (-0.264, -0.382, -0.335)  -0.41
C (-0.517, -0.863, 1.088)  0.10
C (-0.919, -2.332, 1.108)  -0.63
O (0.698, -0.685, 1.809)  -0.73
H (-0.026, 3.067, -0.943)  0.21
H (-1.360, 2.265, -0.104)  0.20
H (-1.029, 1.890, -1.806)  0.20
H (0.760, 1.250, 0.599)  0.22
H (2.168, 1.876, -1.362)  0.20
H (1.307, 0.673, -2.349)  0.20
H (2.301, 0.148, -0.978)  0.21
H (0.387, -1.124, -0.817)  0.20
H (-1.213, -0.399, -0.887)  0.21
H (-1.311, -0.242, 1.537)  0.15
H (-0.063, -2.927, 0.771)  0.21
H (-1.766, -2.533, 0.443)  0.21
H (-1.192, -2.660, 2.118)  0.20
H (0.584, -1.074, 2.684)  0.47

The value obtained for the LUMO energy is 0.0357 hartree. As for the SMILES: CC(C)C[C@@H](C)O. The frontier orbital gap is 0.411 Ha.

=====

Which structure is the most stable? The one labeled #C.

=====

#A
DFT (the ωB97M-V functional and the def2-TZVPD basis) results for a 2-piece molecular cluster, C6H14O overall.

Last column: natural (NBO) charge in e.
Geometry (Å):
C (1.691, -2.258, -1.861)  -0.29
C (0.412, -1.780, -1.348)  -0.49
C (0.432, -1.140, 0.047)  -0.39
C (-0.597, -0.017, 0.056)  -0.39
C (-0.644, 0.827, 1.315)  -0.41
C (-1.628, 1.967, 1.138)  -0.05
O (-1.662, 2.713, 2.335)  -0.72
H (5.084, 1.480, -1.294)  0.00
H (1.727, -3.005, -2.647)  0.17
H (2.629, -1.854, -1.497)  0.17
H (0.025, -0.992, -2.065)  0.21
H (-0.365, -2.556, -1.422)  0.21
H (0.208, -1.885, 0.820)  0.20
H (1.430, -0.745, 0.279)  0.20
H (-1.584, -0.455, -0.148)  0.20
H (-0.367, 0.635, -0.798)  0.19
H (-0.941, 0.225, 2.182)  0.21
H (0.348, 1.242, 1.529)  0.20
H (-1.310, 2.588, 0.282)  0.15
H (-2.621, 1.557, 0.887)  0.15
H (-2.266, 3.453, 2.210)  0.47

The value obtained for the LUMO energy (alpha / beta) is 0.0228 / 0.0358 hartree. The frontier orbital gap (alpha / beta) is 0.402 / 0.324 Ha.

=====

#B
DFT (the ωB97M-V functional and the def2-TZVPD basis) results for C6H14O as an isolated structure.

Last column: natural (NBO) charge in e.
Geometry (Å):
C (1.080, -1.664, 0.627)  -0.67
C (1.703, -0.746, -0.441)  -0.39
C (1.254, 0.724, -0.544)  -0.45
C (-0.229, 0.921, -0.249)  0.21
C (-1.016, 0.538, -1.295)  -0.50
C (-0.825, 1.770, 0.793)  -0.69
H (-0.045, -1.565, 0.570)  0.28
H (1.397, -2.704, 0.626)  0.21
H (1.329, -1.296, 1.633)  0.19
H (1.295, -1.256, -1.326)  0.19
H (2.786, -0.869, -0.464)  0.21
H (1.403, 1.064, -1.566)  0.22
H (1.892, 1.387, 0.045)  0.22
H (-1.854, 1.196, -1.477)  0.24
H (-0.509, 0.121, -2.154)  0.22
H (-0.259, 2.691, 0.923)  0.24
H (-0.852, 1.286, 1.778)  0.27
H (-1.905, 1.859, 0.684)  0.24
H (-1.060, -0.352, -0.250)  0.43
H (-2.178, -1.776, 0.383)  0.45
O (-1.690, -1.071, 0.822)  -1.12

The value obtained for the LUMO energy is 0.0050 hartree. The frontier orbital gap is 0.314 Ha.

=====

#C
DFT (the ωB97M-V functional and the def2-TZVPD basis) results for a 2-piece molecular cluster, C6H14O overall.

Last column: natural (NBO) charge in e.
Geometry (Å):
C (0.651, 0.616, -0.063)  0.02
C (-0.212, 0.138, -1.007)  -0.01
C (0.242, 1.191, 1.255)  -0.66
C (2.141, 0.713, -0.309)  -0.64
C (0.272, -0.547, -2.297)  -0.64
C (-1.711, 0.067, -0.841)  -0.64
H (1.132, 1.350, 1.886)  0.21
H (-0.484, 0.581, 1.818)  0.23
H (-0.215, 2.172, 1.038)  0.22
H (2.481, 1.700, 0.047)  0.21
H (2.396, 0.618, -1.378)  0.21
H (2.680, -0.069, 0.252)  0.21
H (-0.320, -1.477, -2.328)  0.21
H (1.342, -0.810, -2.354)  0.22
H (0.012, 0.065, -3.176)  0.21
H (-2.059, 0.535, 0.096)  0.22
H (-2.139, -0.948, -0.907)  0.21
H (-2.084, 0.662, -1.691)  0.21
O (-1.211, -1.823, 3.367)  -0.94
H (-1.712, -2.160, 2.591)  0.47
H (-1.202, -2.575, 4.002)  0.47

The value obtained for the LUMO energy is 0.0277 hartree. As for the SMILES: CC(C)=C(C)C.O. The frontier orbital gap is 0.331 Ha.

=====

Which structure is the most stable? The one labeled #C.